(1)
This record from the Open Molecules 2025 dataset describes one molecule with the formula CH5O3P at a distorted geometry. The level of theory is ωB97M-V/def2-TZVPD.

Results
Net charge = 0
Energy relative to the best compared isomer or geometry (same formula, charge and spin) = 92.8 kcal/mol
E = -16546.2213 eV
HOMO-LUMO gap = 11.476 eV
HOMO level = -10.74 eV

Geometry (Å):
C (0.55094, 0.28948, 1.69395)
O (-0.41916, 0.26690, 0.71483)
O (-0.31464, -0.86839, -0.19024)
P (-0.47091, -0.30291, -1.76016)
O (-0.06656, -1.17678, -2.87511)
H (0.32419, 1.30871, 2.30962)
H (1.51013, 0.21479, 1.22960)
H (0.60076, -0.54449, 2.45914)
H (-1.84130, -0.11282, -1.64652)
H (0.12655, 0.92550, -1.93511)

---

(2)
This record from the Open Molecules 2025 dataset describes C27H63N9O10V as an isolated structure at a distorted geometry. The level of theory is ωB97M-V/def2-TZVPD.

Results
Net charge = +3
Multiplicity = 3
E = -88570.0145 eV
HOMO-LUMO gap (alpha / beta) = 8.288 / 3.558 eV
HOMO level (alpha / beta) = -15.57 / -15.41 eV

Geometry (Å):
O (-2.86531, -13.66289, 7.84869)
V (-2.64754, -13.51001, 6.28482)
C (-5.24515, -17.09063, 11.71497)
O (-5.31414, -16.65848, 12.86450)
N (-4.62273, -16.53017, 10.67186)
C (-4.47083, -17.14253, 9.34331)
C (-3.87246, -15.28518, 10.93331)
H (-5.74720, -18.02218, 11.41110)
H (-3.45201, -17.52189, 9.26459)
H (-4.45212, -16.37038, 8.57419)
H (-5.20446, -17.86568, 8.98706)
H (-2.85820, -15.49278, 10.59230)
H (-4.28722, -14.46107, 10.35287)
H (-3.87287, -15.04100, 11.99561)
C (-0.95506, -10.50672, 7.49733)
O (-1.71458, -11.43821, 7.12662)
N (-1.20665, -9.17915, 7.40388)
C (-0.29796, -8.17920, 7.86194)
C (-2.41394, -8.60200, 6.78858)
H (-0.01795, -10.78954, 8.00132)
H (-0.17365, -7.43061, 7.07946)
H (0.66517, -8.63638, 8.08879)
H (-0.73717, -7.67032, 8.71998)
H (-3.20267, -9.35222, 6.73237)
H (-2.79340, -7.84919, 7.47951)
H (-2.18543, -8.29616, 5.76762)
C (-0.80744, -12.59467, 3.62445)
O (-1.60927, -12.63913, 4.54965)
N (-0.29247, -11.48966, 3.09241)
C (0.57432, -11.61423, 1.86108)
C (-0.62588, -10.10643, 3.47885)
H (-0.49752, -13.47862, 3.04584)
H (0.02165, -11.21106, 1.01248)
H (0.68426, -12.67210, 1.62249)
H (1.54873, -11.14158, 1.98455)
H (0.32953, -9.58266, 3.44775)
H (-1.23234, -9.63545, 2.70523)
H (-1.03775, -9.95900, 4.47721)
C (-4.40151, -11.65496, 9.91861)
O (-5.24387, -11.38122, 9.08204)
N (-4.74214, -11.99253, 11.19135)
C (-3.83027, -12.07746, 12.22492)
C (-6.11410, -12.28929, 11.67254)
H (-3.32197, -11.64310, 9.70263)
H (-3.54129, -13.04330, 12.63936)
H (-4.22373, -11.48936, 13.05402)
H (-2.87506, -11.63061, 11.94925)
H (-6.16655, -13.31808, 12.02879)
H (-6.33056, -11.70561, 12.56728)
H (-6.86745, -12.02181, 10.93156)
C (-6.30770, -14.56068, 6.50029)
O (-5.12909, -14.26380, 6.74998)
N (-7.35718, -14.38882, 7.34665)
C (-8.74741, -14.50589, 7.01361)
C (-7.17082, -13.78723, 8.68473)
H (-6.62427, -15.14460, 5.62221)
H (-9.09812, -15.28247, 7.69332)
H (-8.89007, -14.71593, 5.95358)
H (-9.26742, -13.58294, 7.27019)
H (-6.12155, -13.88628, 8.96278)
H (-7.51770, -12.76084, 8.80429)
H (-7.66014, -14.37974, 9.45778)
C (0.80468, -13.93456, 6.93657)
O (-0.42232, -13.83380, 6.70246)
N (1.61052, -14.88911, 6.45603)
C (2.93296, -15.01148, 7.02481)
C (1.15041, -15.92523, 5.53065)
H (1.34430, -13.29363, 7.65087)
H (2.91111, -15.54688, 7.97400)
H (3.44451, -14.07386, 7.24222)
H (3.59120, -15.50086, 6.30694)
H (1.84726, -16.10664, 4.71237)
H (1.05758, -16.87188, 6.06295)
H (0.17738, -15.62261, 5.14369)
C (-5.24602, -11.23643, 5.68956)
O (-4.20777, -11.91479, 5.85702)
N (-5.46363, -10.44194, 4.56057)
C (-6.72687, -9.74487, 4.43887)
C (-4.46291, -10.40302, 3.47753)
H (-6.01729, -11.19934, 6.47440)
H (-7.45619, -9.86233, 5.24037)
H (-7.28708, -10.09554, 3.57209)
H (-6.50982, -8.67826, 4.38121)
H (-4.83039, -10.83185, 2.54524)
H (-4.23427, -9.36454, 3.23799)
H (-3.57879, -10.97811, 3.75270)
C (-4.17204, -14.62173, 3.37132)
O (-3.66569, -14.21534, 4.41963)
N (-3.72285, -15.69411, 2.73123)
C (-4.47446, -16.05546, 1.50690)
C (-2.48271, -16.40119, 3.06365)
H (-5.01997, -14.19710, 2.81192)
H (-4.33666, -17.08376, 1.17267)
H (-4.18264, -15.36762, 0.71330)
H (-5.55794, -15.96460, 1.58377)
H (-2.55904, -17.48245, 2.94891)
H (-1.76631, -16.13400, 2.28680)
H (-1.99944, -16.09427, 3.99121)
C (-2.12113, -16.97221, 6.58289)
O (-2.36569, -15.77058, 6.55715)
N (-1.28348, -17.52704, 7.50905)
C (-1.07204, -18.96550, 7.50956)
C (-0.59239, -16.75162, 8.52855)
H (-2.50964, -17.73968, 5.89569)
H (-1.75383, -19.51693, 6.86210)
H (-1.30973, -19.42907, 8.46701)
H (-0.04599, -19.17147, 7.20476)
H (-0.91124, -17.20817, 9.46556)
H (0.48375, -16.92370, 8.50813)
H (-0.73802, -15.68534, 8.35551)

---

(3)
This record from the Open Molecules 2025 dataset describes a 3-piece molecular cluster, C16H18BClN2O8 overall. The level of theory is ωB97M-V/def2-TZVPD.

Results
Net charge = 0
E = -49438.8825 eV
HOMO-LUMO gap = 9.590 eV
HOMO level = -10.10 eV

Geometry (Å):
O (-4.48178, -1.66642, -0.02450)
N (-4.64026, -2.19887, -1.10698)
O (-5.34684, -3.16400, -1.30026)
C (-3.91831, -1.63314, -2.25993)
C (-3.08358, -0.55452, -2.04684)
C (-2.39965, -0.01974, -3.12566)
C (-2.55976, -0.57085, -4.38994)
C (-3.40673, -1.65623, -4.58061)
C (-4.09641, -2.19885, -3.50887)
H (-2.97005, -0.13431, -1.06008)
H (-1.74216, 0.82511, -2.97502)
H (-2.02222, -0.15400, -5.23124)
H (-3.53063, -2.08219, -5.56658)
H (-4.75813, -3.04181, -3.63836)
O (4.20640, -3.27420, 1.89095)
N (5.18676, -3.12682, 1.19109)
O (5.90088, -4.02743, 0.80278)
C (5.53622, -1.75370, 0.78488)
C (4.75537, -0.70806, 1.23797)
C (5.08770, 0.58193, 0.85812)
C (6.18649, 0.80444, 0.03896)
C (6.95630, -0.26285, -0.40571)
C (6.63362, -1.55748, -0.03238)
H (3.90433, -0.89553, 1.87300)
H (4.48476, 1.41115, 1.20231)
H (6.44416, 1.81345, -0.25431)
H (7.81045, -0.08800, -1.04517)
H (7.22017, -2.39890, -0.36853)
C (-4.04835, 2.81394, 1.95240)
C (-3.52225, 1.55931, 1.26993)
O (-2.52449, 1.88650, 0.26719)
B (-1.25588, 1.59556, 0.68003)
O (-0.57844, 0.45985, 0.28782)
C (-0.42524, 2.71090, 1.53492)
O (-0.64553, 3.88815, 1.45365)
O (0.66936, 2.27151, 2.26542)
C (0.37406, 1.25568, 3.17856)
Cl (1.36961, -0.19373, 2.87881)
H (-4.97396, 2.58313, 2.49171)
H (-3.31464, 3.23012, 2.64871)
H (-4.25467, 3.57143, 1.19101)
H (-4.32213, 1.01370, 0.76260)
H (-3.10723, 0.86327, 2.01573)
H (-0.72520, -0.30907, 0.85520)
H (-0.67128, 0.93475, 3.11751)
H (0.59918, 1.59680, 4.18972)

---

(4)
This record from the Open Molecules 2025 dataset describes C22H26Cl5N4OSiV as an isolated structure at a distorted geometry. The level of theory is ωB97M-V/def2-TZVPD.

Results
Net charge = +2
Energy relative to the best compared isomer or geometry (same formula, charge and spin) = 13.6 kcal/mol
Multiplicity = 3
E = -127409.1975 eV
HOMO-LUMO gap (alpha / beta) = 7.438 / 7.666 eV
HOMO level (alpha / beta) = -13.46 / -13.50 eV

Geometry (Å):
V (0.07578, 0.33247, -0.13973)
N (0.15833, 0.30898, 1.98633)
C (1.56730, 0.39513, 2.37769)
C (1.97040, 0.33929, 3.67653)
C (3.34331, 0.39520, 4.01160)
C (4.28412, 0.49615, 3.03218)
C (3.89245, 0.55466, 1.67155)
C (4.82463, 0.65628, 0.61461)
C (4.39172, 0.71588, -0.67758)
C (3.01443, 0.67342, -0.92329)
N (2.10636, 0.57707, 0.03060)
C (2.52801, 0.50834, 1.34123)
H (-0.38707, 0.99907, 2.49151)
H (-0.21527, -0.60538, 2.23773)
H (1.23053, 0.23649, 4.46226)
H (3.63804, 0.34536, 5.05035)
H (5.33762, 0.52774, 3.27969)
H (5.88385, 0.68358, 0.84197)
H (5.07844, 0.78872, -1.50829)
H (2.64888, 0.71074, -1.94234)
Cl (-4.69898, 0.69764, -5.40595)
C (-3.83328, 0.71663, -3.93361)
C (-2.44857, 0.54165, -3.94130)
Cl (-1.58011, 0.32654, -5.39699)
C (-1.78019, 0.54762, -2.73013)
Cl (-0.03009, 0.39075, -2.65980)
C (-2.41930, 0.69419, -1.50842)
O (-1.72175, 0.67581, -0.36199)
C (-3.78892, 0.92447, -1.51702)
Cl (-4.56367, 1.26857, -0.00717)
C (-4.49540, 0.92701, -2.72062)
Cl (-6.18312, 1.19526, -2.70324)
N (-3.10177, 5.08454, 0.29105)
C (-1.60514, 4.84708, 0.18282)
C (-1.38091, 3.34516, 0.10758)
N (0.01432, 2.92854, -0.05985)
H (-3.33537, 6.07908, 0.28823)
H (-3.48594, 4.68159, 1.14809)
H (-3.60439, 4.64730, -0.48642)
H (-1.14968, 5.31920, 1.05093)
H (-1.28063, 5.36791, -0.71609)
H (-1.94652, 2.95365, -0.73562)
H (-1.80222, 2.85725, 0.98777)
H (0.61907, 3.30425, 0.66371)
H (0.37417, 3.25743, -0.95037)
C (0.14156, -5.29908, -1.80390)
Si (0.24830, -4.71474, -0.05773)
C (-1.18404, -5.29482, 0.95147)
C (1.86375, -5.15585, 0.72086)
C (0.17062, -2.84549, -0.09339)
C (0.11700, -1.62296, -0.14061)
H (0.19047, -6.38967, -1.85433)
H (0.96147, -4.89783, -2.40355)
H (-0.80175, -4.98425, -2.25602)
H (-1.19684, -6.38578, 1.01557)
H (-2.12604, -4.97413, 0.50088)
H (-1.13559, -4.89994, 1.96870)
H (1.98397, -6.24052, 0.77549)
H (1.92670, -4.75887, 1.73664)
H (2.69698, -4.75437, 0.13972)